No. 1
Below is C55H49F3HgN5O6S2Se as an isolated structure, with properties calculated with wB97M-V/def2-TZVPD.

Summary:
Frontier orbital gap (alpha / beta)   0.13619 / 0.24318 Eh
2S+1   2
HOMO level (alpha / beta)   0.208 / -2.703 eV
Expectation value of S²   0.7775
Energy relative to the best compared isomer or geometry (same formula, charge and spin)   0.0 kcal per mole
LUMO level (alpha / beta)   0.1438 / 0.1438 Ha
Electronic energy   -176914.890 eV
Net charge   -2

Last column: Mulliken charge in e.
Atoms and positions in Å:
Hg 0.3957 0.5178 1.7212  2.904
S -3.9754 0.6814 3.6415  -0.601
C -4.4236 0.5936 1.9539  0.882
C -5.6536 0.8205 1.3661  -0.487
C -5.7880 0.6586 -0.0154  -0.736
C -4.6852 0.2693 -0.7774  -0.455
C -3.4446 0.0561 -0.1971  0.115
C -3.2869 0.2257 1.1892  -1.426
N -2.1391 0.0265 1.8771  0.408
C -2.3121 0.2088 3.2080  -0.063
C -1.2866 0.0352 4.1603  1.582
C -1.5277 -0.1267 5.5586  -1.212
C -0.4984 -0.4317 6.4229  -0.486
C 0.8137 -0.5997 5.9544  -1.102
C 1.0676 -0.4078 4.5861  0.069
C 0.0608 -0.0820 3.7033  -0.857
H -6.4977 1.1419 1.9667  0.373
H -6.7425 0.8437 -0.4932  0.345
H -4.7991 0.1414 -1.8489  0.433
H -2.5829 -0.2290 -0.7915  0.273
H -2.5425 -0.0416 5.9334  0.311
H -0.7147 -0.5668 7.4781  0.348
H 1.6193 -0.8603 6.6304  0.362
H 2.0837 -0.5184 4.2242  0.522
O -0.5790 0.8618 -1.8870  0.158
C 0.7513 0.9242 -2.3418  3.394
C 1.7616 0.3347 -1.2925  -0.819
O 2.9502 0.3167 -1.6256  -0.801
O 1.2830 -0.1328 -0.2168  -1.092
C 0.7585 0.0965 -3.6387  -0.516
C -0.3600 0.2000 -4.4661  -0.586
C -0.4603 -0.5432 -5.6310  -0.831
C 0.5644 -1.4065 -6.0016  -0.574
C 1.6923 -1.4929 -5.2015  -0.874
C 1.7922 -0.7452 -4.0311  -0.044
C 1.1572 2.3686 -2.6779  -0.664
C 0.3189 3.4279 -2.3558  -0.006
C 0.6751 4.7404 -2.6541  -0.395
C 1.8771 5.0084 -3.2878  -0.830
C 2.7212 3.9522 -3.6180  -0.809
C 2.3655 2.6473 -3.3186  -0.212
H -0.6668 1.2912 -1.0104  -1.026
H -1.1633 0.8641 -4.1755  0.358
H -1.3441 -0.4505 -6.2512  0.405
H 0.4791 -2.0070 -6.8997  0.371
H 2.5078 -2.1510 -5.4826  0.432
H 2.6797 -0.8037 -3.4174  0.575
H -0.6237 3.2343 -1.8667  0.220
H 0.0024 5.5467 -2.3859  0.471
H 2.1550 6.0279 -3.5277  0.382
H 3.6664 4.1485 -4.1107  0.388
H 3.0349 1.8316 -3.5532  0.449
C 3.2719 -6.1044 -2.5978  -1.194
C 3.5207 -5.7338 -1.1376  0.103
C 4.0529 -4.3163 -0.9423  -0.907
C 3.0557 -3.2026 -1.2668  -1.081
N 1.7635 -3.3771 -0.6146  1.520
C 1.5404 -3.1394 0.7094  -1.235
Se 2.7907 -2.6387 1.9310  -0.208
N 0.2012 -3.2858 0.9142  1.567
C -0.4936 -3.0274 2.1769  0.170
C -0.3468 -4.1250 3.2185  -0.833
C -0.8482 -5.5088 2.7963  -0.653
C 0.0858 -6.2613 1.8422  -0.898
C -0.4330 -3.5507 -0.2870  0.514
C -1.7663 -3.7544 -0.5999  -0.849
C -2.0818 -3.9919 -1.9308  -1.104
C -1.0913 -4.0242 -2.9138  -1.107
C 0.2459 -3.8321 -2.5940  -0.540
C 0.5591 -3.6029 -1.2650  0.821
H 2.9694 -7.1491 -2.6975  0.401
H 4.1761 -5.9579 -3.1957  0.332
H 2.4797 -5.4975 -3.0360  0.199
H 4.2374 -6.4377 -0.7052  0.458
H 2.5957 -5.8494 -0.5650  -0.172
H 4.9299 -4.1563 -1.5800  0.604
H 4.3733 -4.1880 0.0913  0.236
H 2.8543 -3.1657 -2.3368  0.292
H 3.4555 -2.2323 -0.9651  0.125
H -1.5440 -2.8768 1.9274  0.453
H -0.1210 -2.0930 2.5802  -1.108
H -0.9017 -3.7769 4.0940  0.551
H 0.7023 -4.1876 3.5184  0.232
H -1.8438 -5.4214 2.3460  0.274
H -0.9726 -6.1095 3.7021  0.438
H 0.0202 -5.8862 0.8202  0.010
H -0.1574 -7.3265 1.8130  0.505
H 1.1252 -6.1571 2.1640  0.252
H -2.5368 -3.7094 0.1577  0.498
H -3.1167 -4.1421 -2.2099  0.392
H -1.3687 -4.1894 -3.9471  0.393
H 1.0037 -3.8361 -3.3639  0.383
F 3.6836 6.5159 4.4869  -0.301
C 3.1727 6.4844 3.2408  0.800
F 2.1362 7.3306 3.2141  -0.226
F 4.1177 6.9930 2.4210  -0.278
C 2.7757 5.0921 2.8191  0.522
C 2.4154 4.8639 1.5052  -0.889
C 2.0505 3.5770 1.1441  -0.378
N 2.0326 2.5639 2.0056  0.097
C 2.3764 2.7940 3.2666  -0.298
C 2.7615 4.0486 3.7230  -1.050
H 2.4038 5.6605 0.7736  0.474
H 1.7579 3.3523 0.1280  0.550
H 2.3215 1.9465 3.9412  0.260
H 3.0261 4.1967 4.7596  0.454
O -1.2070 6.7579 1.1648  -0.723
S -1.9937 5.6071 1.5486  1.192
O -2.8787 5.7730 2.6711  -0.748
N -1.0698 4.2953 1.6781  -0.493
C -1.2799 3.4338 0.6874  -0.428
O -0.5806 2.4227 0.4775  0.814
C -2.4122 3.8242 -0.2276  -0.093
C -2.9618 3.1273 -1.2887  0.629
C -4.0209 3.7116 -1.9755  -1.481
C -4.5180 4.9588 -1.6027  -0.632
C -3.9670 5.6499 -0.5286  -0.666
C -2.9161 5.0547 0.1363  0.171
H -2.5827 2.1514 -1.5687  0.618
H -4.4704 3.1845 -2.8076  0.434
H -5.3472 5.3910 -2.1497  0.388
H -4.3489 6.6143 -0.2191  0.420

Forces on atoms 1 to 6 (eV/Å):
0.34 -0.49 0.06
0.09 -0.10 -0.03
-0.04 0.02 -0.04
0.04 0.05 -0.05
0.04 0.00 0.03
-0.01 -0.03 0.11

No. 2
Below is C55H53GeN2NiO4P2S as an isolated structure in a non-equilibrium geometry, with properties calculated with wB97M-V/def2-TZVPD.

Summary:
Frontier orbital gap (alpha / beta)   0.17489 / 0.20898 Eh
2S+1   3
HOMO level (alpha / beta)   -2.432 / -3.362 eV
Expectation value of S²   2.0228
Energy relative to the best compared isomer or geometry (same formula, charge and spin)   18.9 kcal per mole
LUMO level (alpha / beta)   0.0855 / 0.0854 Ha
Electronic energy   -196036.464 eV
Net charge   -1

Last column: Mulliken charge in e.
Atoms and positions in Å:
Ni -0.3198 0.8334 0.1174  1.274
O -3.6273 0.7734 1.7767  -0.460
S -1.2139 -0.9813 0.9657  0.844
C -2.0090 -2.3494 0.1901  0.230
C -2.2893 -3.4830 0.9356  0.044
C -3.0612 -4.5527 0.4601  -1.580
C -3.5521 -4.4828 -0.8103  0.446
C -4.4004 -5.4511 -1.5971  -0.943
C -4.5100 -4.8190 -3.0068  -0.774
C -3.7268 -3.5343 -2.9108  -0.065
C -3.4260 -2.5972 -3.8565  -1.370
C -2.6611 -1.4902 -3.4677  0.298
C -2.1932 -1.2661 -2.1796  -0.149
P -1.2407 0.3053 -1.9293  2.784
C -2.4237 1.5520 -2.5849  0.664
C -3.0635 2.3424 -1.6353  -0.545
C -4.0255 3.2675 -2.0122  -0.674
C -4.3569 3.4146 -3.3502  -0.638
C -3.6898 2.6664 -4.3103  -0.932
C -2.7228 1.7476 -3.9343  -0.202
C -0.0345 0.2388 -3.2994  0.317
C 0.4477 1.4377 -3.8318  -0.598
C 1.4644 1.4291 -4.7726  -0.815
C 2.0319 0.2280 -5.1786  -0.736
C 1.5673 -0.9660 -4.6473  -0.869
C 0.5394 -0.9598 -3.7169  -0.574
C -2.4550 -2.2578 -1.1751  -1.697
C -3.2215 -3.3714 -1.6083  1.250
C -0.5217 -1.5833 2.4786  -0.219
C -1.4089 -1.8424 3.5088  0.216
C -1.0030 -2.3468 4.7537  -1.221
C 0.3288 -2.6004 4.9408  0.208
C 1.0771 -3.1691 6.1217  -0.896
C 2.5636 -3.1948 5.6756  -0.860
C 2.5583 -2.6076 4.2856  0.413
C 3.5651 -2.3754 3.3880  -1.288
C 3.2485 -1.7431 2.1758  0.133
C 1.9639 -1.3548 1.8178  0.092
P 1.7844 -0.2703 0.3447  1.293
C 2.3885 -1.5320 -0.8623  1.177
C 3.6668 -1.5811 -1.4169  -0.492
C 4.0483 -2.6399 -2.2300  -0.800
C 3.1684 -3.6785 -2.4910  -0.808
C 1.8984 -3.6522 -1.9300  -0.506
C 1.5162 -2.5898 -1.1298  -0.574
C 3.2252 0.8596 0.4464  0.806
C 3.6399 1.5046 -0.7210  -0.686
C 4.6381 2.4649 -0.6834  -0.834
C 5.2281 2.8137 0.5222  -0.821
C 4.8168 2.1882 1.6891  -0.850
C 3.8250 1.2202 1.6498  -1.031
C 0.8814 -1.7178 2.6741  -1.508
C 1.2408 -2.2896 3.9168  1.035
H -1.9097 -3.5428 1.9432  0.610
H -3.2584 -5.4019 1.1037  0.416
H -5.3839 -5.5708 -1.1368  0.280
H -3.9403 -6.4409 -1.6347  0.285
H -5.5486 -4.6197 -3.2794  0.285
H -4.0964 -5.4756 -3.7753  0.260
H -3.7575 -2.6936 -4.8840  0.438
H -2.4138 -0.7664 -4.2282  0.320
H -2.7481 2.2393 -0.6037  -0.084
H -4.5130 3.8805 -1.2638  0.422
H -5.1123 4.1307 -3.6498  0.381
H -3.9210 2.8114 -5.3592  0.401
H -2.1752 1.2155 -4.7013  0.307
H 0.0228 2.3736 -3.4919  0.352
H 1.8210 2.3643 -5.1874  0.426
H 2.8363 0.2253 -5.9040  0.379
H 2.0121 -1.9062 -4.9503  0.419
H 0.1769 -1.8913 -3.3057  0.544
H -2.4562 -1.6363 3.3318  0.539
H -1.7340 -2.5360 5.5304  0.441
H 0.7127 -4.1672 6.3735  0.283
H 0.9434 -2.5417 7.0055  0.284
H 2.9677 -4.2094 5.6681  0.284
H 3.1825 -2.6046 6.3546  0.257
H 4.5915 -2.6450 3.6088  0.420
H 4.0552 -1.5276 1.4863  0.632
H 4.3787 -0.7922 -1.2191  0.401
H 5.0443 -2.6546 -2.6573  0.410
H 3.4725 -4.5075 -3.1183  0.361
H 1.2016 -4.4599 -2.1211  0.470
H 0.5181 -2.5734 -0.7040  0.393
H 3.1794 1.2480 -1.6681  0.328
H 4.9601 2.9485 -1.5975  0.425
H 6.0045 3.5679 0.5526  0.359
H 5.2765 2.4579 2.6327  0.386
H 3.5082 0.7405 2.5631  0.440
N -3.8062 3.1515 1.7773  -0.705
C -2.9074 2.0120 1.8240  0.773
N -3.0775 1.2244 3.0617  -0.575
O -1.7504 2.1761 1.2986  -0.901
H -4.7428 2.8465 1.5399  0.331
H -3.4749 3.7933 1.0705  0.136
H -3.8686 1.5693 3.6025  0.267
H -1.2601 1.1880 3.5791  0.220
C 1.7445 5.0570 -1.2485  -1.447
Ge 0.3825 4.1334 -0.0942  0.512
C 0.9743 4.5021 1.7643  -1.274
C -1.2983 5.1538 -0.3826  -1.227
C 0.4042 2.3181 -0.7238  0.157
H 1.7816 6.1313 -1.0457  0.425
H 1.5157 4.9227 -2.3072  0.319
H 2.7358 4.6426 -1.0594  0.254
H 1.0086 5.5781 1.9454  0.578
H 1.9691 4.0813 1.9174  0.224
H 0.2788 4.0427 2.4654  0.246
H -1.1071 6.2249 -0.2887  0.510
H -2.0223 4.8623 0.3757  0.143
H -1.7138 4.9553 -1.3696  0.298
H 1.2319 2.1461 -1.4174  0.516
C 1.7813 1.9420 4.4432  -1.496
C 0.6618 1.5332 3.5092  0.194
O -0.4809 1.4296 4.1581  -0.611
O 0.8348 1.3056 2.3295  0.174
H 2.2704 1.0410 4.8205  0.274
H 1.3674 2.4946 5.2833  0.404
H 2.5048 2.5460 3.9025  0.216

Forces on atoms 1 to 6 (eV/Å):
-0.39 -0.69 -1.27
-0.40 -0.28 -0.41
-0.32 -0.18 0.70
-0.04 -0.26 0.33
0.19 0.31 -0.14
-0.15 -0.13 -0.32